Computed, not measured: a structure of composition C47H63Cl4NO6P2SiTi, with ωB97M-V with the def2-TZVPD basis set.

E_LUMO = -0.0011 Ha
Orbital gap = 0.2770 Ha
Total charge = 0
Spin multiplicity = 1

XYZ file:
```
125
Properties=species:S:1:pos:R:3:lowdin_charge:R:1
H -1.855 2.241 0.944 0.1078
H -1.180 2.739 -3.380 0.0893
H 1.190 -0.107 7.790 0.1049
C 2.865 -0.438 -1.718 -0.3135
C -1.633 2.766 1.881 -0.2244
H 1.347 -2.953 -2.532 0.0434
C 0.043 1.959 -1.795 -0.3900
C -1.407 4.028 -1.703 -0.1845
H 2.033 -0.003 3.723 0.1051
C -2.752 -2.114 -0.417 -0.3663
H 4.376 -4.927 -0.621 0.1288
C -1.243 2.629 -2.298 -0.1904
H -2.122 2.016 -2.079 0.1102
H 5.742 -0.707 -3.519 0.1043
H -1.163 -2.352 1.775 0.0898
C 2.287 1.186 0.743 -0.2886
O 2.592 -3.679 -2.285 0.0496
C 0.997 -1.332 6.013 -0.1924
H -4.327 2.163 1.575 0.0856
C 4.211 -0.664 -2.018 -0.0972
C 2.810 3.780 1.714 -0.0852
H 2.997 4.780 2.085 0.1051
H -0.653 -1.048 4.667 0.0958
H -4.933 3.200 2.856 0.1090
H 0.764 -2.341 6.355 0.1079
H 0.687 -1.908 3.943 0.0932
C 4.698 -0.515 -3.307 -0.0695
O -1.049 -3.672 -0.586 -0.1982
C -1.191 0.103 -6.265 -0.1950
C -2.868 3.556 2.308 -0.1922
Si 2.155 -0.609 0.042 0.6416
C 2.483 -4.106 -1.129 -0.4447
C 2.501 0.106 -4.053 -0.0691
C 1.730 3.054 2.183 -0.1050
H 1.101 4.114 -0.454 0.1003
H -0.803 3.442 1.670 0.0901
C 3.333 -5.244 -0.616 -0.0665
H 2.089 -1.270 5.961 0.1129
Ti -0.022 -1.917 -0.517 0.9192
H -0.135 5.075 -3.081 0.1142
H 0.114 1.398 -5.106 0.0981
Cl -2.807 -6.094 -0.521 0.7104
O 0.369 -2.600 -2.451 -0.1622
H 2.106 1.359 5.539 0.1191
O -0.239 -2.229 1.523 -0.1859
H -2.762 -0.100 -3.302 0.1151
C 1.459 1.764 1.715 -0.3757
C -2.048 -0.868 -3.622 -0.1991
P 0.256 0.176 -2.283 1.1289
C -4.061 2.632 2.528 -0.2046
H -2.644 4.085 3.242 0.1166
O 1.163 -4.192 1.993 0.0617
N 1.619 -3.623 -0.195 0.0876
H -1.549 3.956 -0.624 0.0890
H -2.235 0.004 3.856 0.0896
C 1.242 2.834 -2.167 -0.1917
H -0.298 5.879 -1.529 0.1091
H 1.086 3.502 2.930 0.0961
H 3.501 -5.435 1.578 0.1284
H 2.249 -6.443 0.863 0.1318
H 0.272 -3.069 1.812 0.0107
C -1.262 1.713 2.919 -0.4425
H -3.104 4.320 1.563 0.1059
H 4.888 -0.979 -1.233 0.1015
H 1.845 0.388 -4.864 0.0910
P 0.185 0.658 2.428 1.1313
C 3.460 -1.503 1.084 -0.1863
H 4.064 1.506 -0.436 0.0967
H -1.061 2.211 3.875 0.1033
C 2.010 -0.045 -2.757 -0.3683
H 0.888 2.304 4.734 0.0779
H 1.286 2.923 -3.260 0.1214
H -1.887 -2.389 -5.128 0.1181
C 0.439 -1.087 4.615 -0.2202
C 3.395 1.926 0.308 -0.1119
H 3.016 -1.906 1.997 0.0262
H -2.015 -1.606 -2.823 0.0799
H 3.246 -6.089 -1.299 0.1281
C 1.763 -4.378 0.935 -0.4407
H -2.656 0.250 2.175 0.0961
H -0.900 0.991 5.901 0.0989
C 3.657 3.203 0.775 -0.0802
H 4.245 -0.803 1.379 0.0378
H -0.429 -0.641 -6.526 0.1167
H -1.590 1.507 -4.718 0.0975
C -3.323 -4.451 -0.454 -0.6094
H -2.313 4.489 -2.105 0.1139
C -0.190 4.899 -2.000 -0.1938
O -1.749 -1.216 -0.469 -0.2482
H -2.816 -1.119 -7.010 0.1088
C -2.540 -1.537 -4.906 -0.1849
C 0.457 -0.286 7.001 -0.1934
C -2.348 -3.456 -0.477 -0.3789
H -1.226 0.823 -7.086 0.1110
H 4.514 3.750 0.400 0.1058
Cl -4.505 -0.092 -0.445 0.7255
H -4.557 0.848 3.650 0.1112
C 0.121 1.032 6.293 -0.2008
H -3.312 0.181 -5.942 0.1160
H -0.026 1.909 -0.701 0.0894
Cl -6.732 -2.338 -0.369 0.6694
C 1.010 0.225 4.046 -0.4114
H 2.178 2.377 -1.852 0.0843
C 2.772 -5.490 0.772 -0.0621
H 0.138 1.859 7.005 0.1101
H -0.440 -0.670 7.493 0.1062
C -2.544 -0.584 -6.098 -0.2008
H -0.028 -1.041 -4.219 0.0978
H 4.208 -0.018 -5.339 0.1043
Cl -5.869 -5.348 -0.383 0.6735
C 3.839 -0.130 -4.327 -0.0675
H 1.966 4.832 -1.801 0.1152
H -3.540 -1.945 -4.743 0.1140
C -4.092 -1.767 -0.418 -0.6046
C 1.098 4.220 -1.545 -0.1840
C -0.793 0.805 -4.968 -0.2076
H -3.553 1.997 4.521 0.1137
H -0.192 -3.391 -2.487 0.0950
C -0.669 -0.235 -3.844 -0.4072
C -2.467 0.775 3.118 -0.2199
H 3.922 -2.330 0.542 0.0196
C -3.720 1.540 3.538 -0.1935
C -4.675 -4.106 -0.412 -0.7020
C 1.087 1.314 5.143 -0.1931
C -5.064 -2.767 -0.402 -0.7078
```